Entry 1:
ORCA calculation (the ωB97M-V functional and the def2-TZVPD basis) on a structure of composition C28H49ClCuN7O4 in a non-equilibrium geometry.

Atoms and positions in Å:
C1 12.4629 -5.2634 13.6452
H1 5.5191 -7.8263 14.6690
H2 11.7181 -11.7214 17.9421
H3 12.6635 -12.2578 15.0730
H4 7.9932 -7.9247 14.8384
C2 14.0875 -10.5906 17.6884
H5 6.5449 -8.5012 16.8721
H6 13.0840 -5.0088 18.9545
H7 13.9147 -2.7053 19.4459
H8 6.1895 -4.1219 14.9020
C3 8.9236 -10.0600 11.6431
H9 16.7439 -6.2389 15.2980
H10 6.2372 -8.3897 13.1782
N1 8.7873 -3.4581 12.2985
H11 12.5252 -2.4053 20.4768
H12 15.2903 -7.1050 14.8521
C4 8.7982 -3.5691 14.9214
H13 15.0182 -8.0432 17.1646
C5 6.0962 -8.6434 14.2303
O1 10.6916 -9.1848 16.6788
H14 10.5294 -9.2271 10.6041
N2 6.1280 -11.6055 16.6811
N3 15.9992 -4.2782 18.3226
Cu1 13.0882 -8.3330 19.9761
H15 7.9332 -9.6674 14.3854
H16 5.4804 -9.5441 14.2583
H17 6.6489 -5.4171 13.9553
H18 14.7669 -4.3199 12.4224
N4 14.2224 -6.8759 10.8187
H19 11.4438 -5.2887 14.0326
C6 8.1566 -4.8631 15.4232
C7 12.5916 -4.2928 12.4901
H20 6.1699 -5.8079 15.6022
H21 11.7874 -8.4936 12.6344
C8 14.0243 -11.1989 16.3671
H22 14.8942 -4.6486 15.4448
C9 15.0084 -5.4270 16.1964
O2 10.6275 -6.8198 16.3135
C10 10.7325 -8.7560 12.7211
N5 7.8096 -10.3162 11.7103
H23 16.5373 -8.5323 16.5497
H24 8.7539 -5.6879 15.0379
H25 12.3190 -13.2284 17.4295
H26 8.8963 -7.5506 12.5887
H27 16.5341 -7.2383 17.6602
H28 14.0222 -3.7578 10.9068
H29 12.0355 -10.7432 15.6503
H30 10.5081 -9.2046 13.6884
C11 8.7782 -3.4720 13.4496
H31 13.7481 -3.6345 20.9231
H32 10.9709 -2.8994 18.4693
H33 10.2961 -6.8284 11.7418
C12 6.6141 -10.5729 16.5460
C13 12.4008 -4.2436 19.3372
C14 11.8258 -12.3307 17.0397
H34 11.7579 -4.3914 11.7951
H35 12.5843 -3.2815 12.9014
H36 11.6488 -4.7131 19.9720
H37 11.0552 -4.5122 17.7558
C15 14.0789 -5.8133 11.2206
C16 9.9821 -7.4271 12.5976
H38 8.1918 -4.7919 16.5116
C17 15.9671 -7.6336 16.8131
C18 12.6103 -11.6164 15.9535
H39 13.0496 -4.9567 14.5097
H40 10.1956 -6.8272 13.4837
C19 7.1870 -9.2439 16.3906
O3 12.5043 -8.0411 15.7107
C20 12.4295 -3.2034 16.9730
H41 8.1252 -9.1494 16.9455
H42 10.8335 -12.6098 16.6933
Cl1 11.4300 -7.9551 16.6725
H43 9.8429 -3.5650 15.2358
C21 10.3368 -9.6929 11.5732
H44 14.0237 -5.8015 16.5004
N6 14.1494 -10.0978 18.7230
H45 14.4597 -10.5209 15.6312
C22 13.1888 -3.1871 20.1023
H46 10.9675 -10.5845 11.5847
H47 8.2721 -2.6630 15.2330
C23 15.8056 -6.6369 15.6908
C24 7.4430 -8.8607 14.9284
H48 14.6867 -12.0697 16.4003
O4 11.9987 -7.7499 18.0005
C25 13.9184 -4.4461 11.7442
C26 6.7053 -5.0837 14.9977
N7 13.0365 -2.8631 16.0603
H49 12.7429 -6.3009 13.4519
C27 15.5634 -4.7834 17.3863
C28 11.6583 -3.6681 18.1125

As for the LUMO energy: -2.562 eV. As for the HOMO-LUMO gap: 8.244 eV. The calculation puts the HOMO energy at -10.81 eV. For the total energy, the calculation gives -3880.8795 Eh. The spin multiplicity is 1.


Entry 2:
ORCA calculation (the ωB97M-V functional and the def2-TZVPD basis) on a cluster of 3 separate species, C28H49F13N2O2SSi in total in a non-equilibrium geometry.

Atoms and positions in Å:
F1 -3.4872 -2.7017 1.9045
H1 -0.4025 0.2615 2.4872
H2 6.1062 -3.8089 -0.1769
F2 -6.0112 -3.0240 2.5771
H3 -2.0394 -3.3595 -0.5940
H4 -1.6245 4.1647 -2.8979
H5 6.9256 2.6707 1.7934
H6 -2.5072 4.9377 -6.9653
H7 -3.1210 2.8637 -3.9642
H8 6.6913 -0.2188 4.3942
C1 -2.2287 4.5524 -5.9845
F3 -5.3134 -0.7471 1.4397
H9 4.3662 2.1145 3.2899
H10 4.4647 -0.9395 1.4658
F4 -7.3988 -0.9796 1.7708
H11 -2.6035 1.3487 -4.6922
C2 -0.4476 0.4887 1.4194
F5 -7.4415 -2.1541 -1.1508
F6 -5.4300 -3.9207 -0.7799
H12 7.3946 2.2896 5.3862
H13 -0.9179 -2.6894 2.4517
C3 0.5319 -1.0944 -0.9961
S1 -6.7467 -0.7990 -0.7729
C4 5.7276 -3.0843 0.5401
C5 -2.9379 -2.7821 -0.4021
C6 -1.7234 1.9905 -0.2207
C7 6.7745 -0.0831 3.3124
H14 -1.8778 3.0662 -0.2034
C8 -0.7496 3.6333 -3.2834
C9 1.9194 -1.5625 -0.5983
C10 -2.2949 3.0278 -5.9839
F7 -7.4459 -3.5348 1.0824
C11 -1.3104 2.6977 2.1749
H15 4.0536 -4.0488 -1.3562
H16 6.6846 -1.0577 2.8319
C12 -2.3370 2.4035 -4.5814
H17 6.4490 -2.3002 0.7480
H18 -0.0846 3.4100 -2.4494
C13 -0.1775 -2.5146 1.6721
H19 0.2181 -1.7252 -1.8276
F8 -6.9749 -0.2906 -2.2449
H20 -1.5334 2.3643 3.1879
H21 8.0273 3.7718 4.6703
H22 -2.0035 3.5075 1.9462
N1 -1.1836 2.5052 -6.7855
H23 -3.1879 -0.7558 0.4619
H24 7.7585 0.3168 3.0592
Si1 -0.6907 -1.1532 0.4702
H25 1.8740 -3.1970 -1.9557
H26 -0.3349 2.6036 -6.2338
C14 3.6580 -3.1689 -0.8726
H27 -3.2277 2.7459 -6.4813
F9 -5.3249 -1.3152 -1.2178
C15 0.2162 -3.8622 1.0164
N2 6.5879 3.4747 2.3166
H28 5.1771 1.4108 4.6816
C16 -6.3866 -1.3959 0.9944
C17 2.6706 -0.9301 0.3546
H29 1.2605 -4.1013 1.2042
O1 -1.1044 2.4028 -3.8867
C18 7.5703 2.8091 4.4418
C19 4.3887 -2.5503 0.1013
C20 6.2686 3.0179 3.6732
H30 -2.5115 1.0513 1.6153
H31 -1.2927 1.5002 -6.8896
H32 -0.8630 1.7326 -0.8329
H33 5.7273 3.7320 1.8412
H34 0.4812 0.9736 1.1268
F10 -6.1176 0.6112 -0.4150
H35 -2.9147 4.9796 -5.2500
H36 -2.4812 -0.8378 -1.1235
C21 -2.4792 -1.3160 -0.1409
C22 2.4362 -2.6643 -1.1999
O2 5.7416 0.7424 2.8049
F11 -8.1563 -0.2168 -0.3695
C23 3.8862 -1.4251 0.6889
H37 5.5763 -3.6383 1.4700
H38 -3.4999 -2.7876 -1.3295
H39 -0.3699 -4.7008 1.3834
H40 0.7103 -2.1329 2.1766
H41 -0.1986 4.2669 -3.9818
H42 8.3019 2.2403 3.8693
H43 -0.2740 3.0193 2.1172
H44 0.1156 -3.8625 -0.0693
H45 -2.5930 1.5477 -0.7086
C24 5.3417 1.7936 3.6654
C25 -1.5985 1.5059 1.2321
C26 -6.2676 -2.9212 1.2486
H46 -1.2264 4.9226 -5.7726
H47 5.7228 3.8213 4.1769
C27 -5.1770 -3.7788 0.5311
F12 -3.0477 -4.6151 1.0216
F13 -5.3869 -5.0166 1.0463
H48 0.6234 -0.0586 -1.3213
H49 2.3098 -0.0411 0.8486
C28 -3.6707 -3.4283 0.7782

As for the SMILES: CC[Si@](CCC(F)(F)C(F)(F)C(F)(F)C(F)(F)S(F)(F)(F)(F)F)(Cc1ccc(C)cc1)CC(C)C.COC[C@@H](C)N.COC[C@@H](C)N. As for the LUMO energy: 0.230 eV. As for the HOMO-LUMO gap: 8.761 eV. The calculation puts the HOMO energy at -8.53 eV. For the total energy, the calculation gives -3342.1354 Eh. The spin multiplicity is 1.


Entry 3:
ORCA calculation (the ωB97M-V functional and the def2-TZVPD basis) on a cluster of 8 separate species, C28H49IO24 in total in a non-equilibrium geometry.

Atoms and positions in Å:
C1 -7.6394 2.9793 -6.6275
C2 -2.9113 -1.3489 -0.8859
H1 -5.9739 -1.3595 -3.6746
C3 -6.1189 -1.6938 3.0741
O1 -3.7697 3.8989 3.7659
C4 4.9040 -0.7019 -3.1699
H2 -7.4047 1.5683 7.3187
H3 4.8099 -3.3006 -5.0951
H4 -0.9679 -4.2898 -1.6478
C5 -6.4021 -0.0721 4.7153
O2 1.9355 -3.8850 4.6886
C6 8.2237 -2.6931 -9.0738
C7 4.5084 0.8202 -1.4546
O3 -6.6871 0.0866 -4.9309
H5 0.9425 -2.6083 -2.3206
H6 -1.4046 -3.0970 -3.0016
O4 3.5426 -2.7356 3.7776
H7 5.1710 -1.7913 4.6629
H8 -5.7392 1.5059 6.7202
C8 0.7477 -2.7304 -0.0208
O5 9.0495 -1.9707 -9.5765
C9 5.1925 -2.3178 -4.8174
O6 1.5745 3.7975 3.8891
C10 -1.7211 5.5706 6.0359
H9 -5.2126 2.8699 2.7397
C11 -4.0152 -1.4568 0.2612
C12 8.5144 -4.3083 -10.7235
O7 4.5237 -1.9076 -3.6263
H10 -6.3360 -1.0054 2.2552
H11 0.8883 4.9398 2.2902
O8 -7.4557 1.6071 -6.2838
O9 7.5213 -2.4328 -7.9573
H12 8.3068 -3.6137 -11.5406
H13 -0.7526 6.0200 5.8130
H14 -6.6756 3.4740 -6.7677
H15 0.6718 5.6725 3.9174
H16 1.8493 -3.0210 -0.1786
O10 -2.2214 4.9918 4.8319
C13 4.9990 3.5121 4.4741
C14 -3.4218 4.3963 4.9620
C15 -5.9965 -0.2704 -3.7352
H17 9.5899 -4.3927 -10.5519
O11 -2.9678 -4.7464 0.5132
H18 6.2681 -2.4026 -4.6458
O12 -6.7810 -1.2802 4.2696
O13 4.2032 -0.4392 -2.0535
O14 -5.5801 0.6490 4.1975
H19 8.1311 -5.2911 -11.0005
H20 0.7593 -1.7586 0.5954
O15 2.7993 -2.1233 5.8376
H21 -5.0418 -1.7699 3.2386
H22 0.4253 -4.9802 5.5229
H23 -8.2297 3.4921 -5.8646
H24 0.0271 -1.2307 -1.5226
H25 -0.3423 4.3172 3.3999
H26 3.9604 -0.7015 3.9022
H27 -5.8381 3.9225 4.0197
H28 5.0509 -1.6728 2.8998
H29 0.3874 -3.2566 5.9282
O16 7.8450 -3.8988 -9.5323
H30 -2.3915 6.3551 6.3941
H31 7.1997 -1.0705 -6.4668
C16 -2.3766 -2.6793 -0.9368
C17 -3.1811 -3.5734 0.1148
O17 3.2666 5.2543 3.4586
O18 -4.4050 -0.3475 0.7419
C18 7.8222 -1.1739 -7.3562
C19 0.1596 -2.3678 -1.5028
H32 -1.5784 4.8046 6.8016
C20 -6.7892 1.4116 -5.1330
O19 -4.3340 -2.8265 0.5749
H33 5.5572 0.8597 -1.1519
H34 0.1350 -3.5142 0.5393
H35 -8.1869 3.0166 -7.5701
H36 5.4022 3.6580 3.4692
H37 8.8700 -1.1332 -7.0501
H38 1.5978 -4.3462 6.6890
C21 0.6586 4.7451 3.3404
H39 4.2713 1.6386 -2.1382
O20 -7.0939 0.1958 5.8357
C22 4.4784 -1.6606 3.8283
C23 -5.0341 3.2306 3.7533
H40 4.9846 -1.6234 -5.6348
C24 2.7627 -2.8408 4.8679
O21 -6.3575 2.2749 -4.4078
C25 2.8566 4.1993 3.8790
C26 -1.1802 -3.1780 -1.8846
C27 1.0425 -4.1175 5.7765
H41 -6.4967 -2.6805 2.8024
H42 5.5015 2.6561 4.9264
H43 7.5870 -0.3543 -8.0389
O22 3.6041 3.2203 4.4194
H44 -6.5216 0.1130 -2.8571
H45 5.1852 4.3904 5.0963
C28 -6.7899 1.4603 6.4244
H46 -7.0335 2.2740 5.7377
O23 5.7306 0.0189 -3.6749
H47 -4.9675 0.0956 -3.7598
H48 -5.0231 2.3721 4.4272
O24 -4.0704 4.3227 5.9786
I1 -2.4653 0.4610 -1.9861
H49 3.8879 0.9241 -0.5634

As for the SMILES: CCCC1=C(I)C(=O)OC1=O.COC(=O)OC.COC(=O)OC.COC(=O)OC.COC(=O)OC.COC(=O)OC.COC(=O)OC.COC(=O)OC. As for the LUMO energy: -1.326 eV. As for the HOMO-LUMO gap: 8.742 eV. The calculation puts the HOMO energy at -10.07 eV. For the total energy, the calculation gives -3199.7049 Eh. The spin multiplicity is 1.


Molar mass? In order: 646.74; 752.84; 896.58 u.